No. 1
Entry from the Open Molecules 2025 dataset: 13 unconnected molecules or ions with the total composition C43H72Cl2O36 at a distorted geometry (ωB97M-V/def2-TZVPD).

Results
electronic energy = -5310.7853 hartree
relative energy (zero: lowest compared OMol25 entry of this formula, charge and spin) = 0.0 kcal/mol
orbital gap = 10.47 eV

```
! wB97M-V def2-TZVPD RIJCOSX def2/J DEFGRID3
* xyz 0 1
Cl 3.78816 0.73094 -4.11615
Cl 5.91112 -1.56979 -2.90918
O -2.88456 3.52236 -4.88211
O 2.02013 4.97699 3.02535
O 2.11580 4.99746 -4.06826
O 0.97496 -5.41327 2.66821
O -0.04731 -1.09227 3.00589
O -6.09841 1.29299 2.02655
O -3.26116 6.06809 0.74283
O 0.12989 1.05201 3.51714
O 4.03750 -3.43257 1.55416
O -4.02622 0.81227 1.73611
O -4.14683 -2.51155 -3.00039
O 0.28323 0.26924 0.53550
O 0.10604 -7.02397 1.37261
O -2.96696 1.30164 -5.05565
O 1.54154 -3.91276 -4.20644
O 4.03322 4.15133 -3.17664
O 4.04749 5.79266 3.58569
O 4.33566 3.66632 1.63021
O 0.97670 0.02505 -1.59449
O 1.52860 -5.98324 -3.59546
O -1.91805 2.23720 -3.32170
O 5.52272 3.79969 -0.20859
O 0.64355 -1.69699 -0.16078
O -5.55184 0.11769 0.19689
O 1.32817 -0.49335 4.67453
O 3.49355 -4.92593 -3.66954
O -1.98395 4.39917 1.45664
O -4.03789 4.41875 2.11193
O 5.30207 1.80193 0.82583
O -2.75444 -4.08991 -2.38404
O 2.52816 5.30004 5.15383
O 4.86462 -2.01805 2.98539
O -2.50522 -2.06339 -1.49108
O -0.77164 -4.95518 1.52575
O 2.02737 3.41582 -2.50815
O 4.93910 -4.22747 3.43673
C 0.91395 -2.68576 -1.15523
C 0.65391 -0.43620 -0.53562
C 2.07195 -7.10774 -2.90729
C -7.69923 -0.51781 2.72620
C 0.71937 -2.27193 3.30207
C 4.20099 5.01884 1.25938
C 4.84249 5.04576 -0.14724
C -3.14436 -2.83211 -2.14692
C -3.59880 -4.74678 -3.30099
C 4.42611 -1.19162 1.92616
C -5.30850 5.02487 2.29973
C -2.55493 0.15477 -4.32038
C 0.73888 4.85991 -3.74786
C 2.04589 -6.28451 3.06535
C -0.85299 4.96290 0.85622
C -2.95166 -5.72805 0.83291
C 0.93306 -1.68365 -4.42363
C 0.94741 4.30548 3.70180
C 1.41681 -1.91717 4.58615
C 5.58417 0.02902 -2.16768
C 4.68595 -3.31442 2.71854
C -1.79195 0.82531 -3.14788
C 2.12502 -2.62517 -4.40216
C -5.23830 0.68261 1.20790
C 1.63023 2.23448 1.00761
C 0.09413 -5.90574 1.81050
C 4.19636 0.55343 -2.36830
C 2.85545 4.16578 -3.26130
C -7.44672 0.84746 2.07629
C -4.38233 -3.58421 -3.91199
C -2.62619 2.44564 -4.44258
C -3.14565 5.05768 1.38899
C 1.35563 4.53035 5.16481
C -6.17111 4.19128 3.22940
C 0.32262 1.69503 0.48646
C 5.03762 2.95598 0.74017
C 2.28992 -4.92664 -3.80519
C 0.46411 -0.07169 3.70641
C 4.09632 -2.22393 0.79174
C -2.94855 0.41691 0.87469
C 2.95286 5.45910 3.87444
C -1.66831 -5.01428 0.41351
C 0.70780 3.53908 -2.99303
H -2.08526 0.41613 1.53344
H 6.34099 0.70111 -2.55982
H 4.08024 1.57972 -2.01556
H 1.60212 3.58992 5.66559
H 1.64012 -7.08151 3.68728
H 0.15284 -2.57924 -1.93062
H 0.85376 -3.69776 -0.77125
H 1.39257 -2.40331 2.45489
H -4.23304 -5.48985 -2.81531
H -8.00197 1.63352 2.58471
H 0.05355 -3.11816 3.43887
H -7.85644 0.87031 1.06334
H -4.07232 -3.30990 -4.92241
H 0.96876 -2.44418 5.42655
H 2.34436 -6.79228 -1.90040
H -7.14915 4.08476 2.76149
H 4.80896 5.63229 1.92858
H -6.95625 -1.25528 2.42694
H 1.74295 2.12066 2.08610
H 0.50892 4.92908 5.72627
H -1.81971 -3.94886 0.24004
H 2.44861 -6.72478 2.15385
H 2.88402 -5.82417 3.58120
H -0.74510 0.54225 -3.25063
H 4.82023 -2.34492 -0.01198
H -6.22632 4.45123 4.28584
H 0.08346 4.61535 1.28714
H 3.39461 0.03359 -1.84467
H 1.25510 -0.64074 -4.44896
H 2.93544 -7.48905 -3.44741
H -2.95247 -5.21896 -4.04069
H 2.41968 1.57564 0.63071
H 1.81491 3.24018 0.63893
H 1.85542 -2.44649 -1.65265
H 2.44590 -2.25751 4.45857
H 3.55210 -0.64133 2.26822
H 3.09259 -2.06603 0.40560
H 0.00310 3.59474 -2.16639
H 4.09619 5.15032 -0.93590
H 0.53670 2.65277 -3.60429
H 0.25226 -1.81806 -5.26881
H -2.71179 -6.76584 1.06470
H -2.72283 1.05400 0.01878
H -0.76742 6.03173 1.09327
H -5.83602 5.00116 1.34402
H 0.28664 -1.78175 -3.55183
H -3.12826 -0.58620 0.49350
H -0.54820 1.95090 1.09022
H -8.70272 -0.88698 2.53230
H -0.05294 4.68718 3.51610
H 0.11413 2.10046 -0.50558
H 0.10527 4.78613 -4.63023
H -3.35859 -0.42040 -3.86758
H -3.63298 -5.78766 -0.01897
H -5.46461 -3.71485 -3.94038
H -0.95856 4.90160 -0.22815
H 3.20235 5.44771 1.30761
H 2.81460 -2.46894 -5.23045
H -3.42403 -5.21754 1.66779
H 1.07448 3.26392 3.41746
H 1.28803 -7.85499 -2.83723
H -7.59487 -0.36119 3.80170
H 5.74017 -0.10923 -1.09807
H 5.25934 -0.57586 1.59581
H -2.18225 0.47641 -2.19454
H -5.82141 3.15843 3.27932
H 5.66641 5.74893 -0.26096
H -5.25087 6.05791 2.64245
H -1.83321 -0.49512 -4.81132
H -1.23668 -5.45157 -0.48667
H 0.38549 5.67907 -3.11877
H 2.70454 -2.36081 -3.51197
*
```

Results of the Mulliken charge analysis, in e, for atoms 1 through 8:
1 Cl -0.21
2 Cl -0.19
3 O -0.58
4 O -0.11
5 O -0.39
6 O -0.23
7 O -0.09
8 O -0.23


No. 2
Entry from the Open Molecules 2025 dataset: 8 unconnected molecules or ions with the total composition C43H73ClN4O20PS8 at a distorted geometry (ωB97M-V/def2-TZVPD).

Results
electronic energy = -7393.0446 hartree
orbital gap = 7.10 eV

```
! wB97M-V def2-TZVPD RIJCOSX def2/J DEFGRID3
* xyz -1 1
Cl -1.27812 3.02441 -0.82345
S 3.83007 -2.65658 -2.88393
S -1.79523 7.53283 -4.15082
S -1.48377 -0.99417 6.34881
S 0.75219 0.78992 1.87000
S 7.95471 2.24771 -6.43860
S -3.00304 -4.54284 2.30929
S -8.18862 -3.70480 6.00425
S -6.80101 -7.78600 -0.22667
P 0.63151 3.18022 -1.73518
O -2.24332 -0.44348 5.25386
O 8.35499 2.78513 -5.15945
O 0.35925 4.33277 -2.94178
O 1.18749 6.21919 -0.90223
O -2.73776 7.12948 -3.13624
O -1.41957 6.66294 -5.23948
O -7.58015 -3.89183 4.70940
O 3.12214 3.60782 -2.53198
O -2.69286 -5.17030 1.04161
O -2.08261 -1.26932 7.63536
O 0.73283 5.54641 1.14065
O -9.57883 -3.35158 6.15463
O 0.05495 0.09518 -0.87920
O 3.38910 1.65967 -3.55603
O -7.76104 -8.44081 -1.08273
O 4.77085 -3.26385 -3.79608
O -7.11029 -6.56633 0.47936
O 8.90214 1.66018 -7.35520
O -2.29866 -4.88003 3.52945
O 4.23407 -2.13834 -1.59886
N -1.96619 -0.87522 -0.38070
N 3.12910 4.06514 -1.23560
N -1.37015 -0.42605 0.76009
N 5.36011 5.58552 1.22479
C 2.20554 2.95353 0.71369
C -7.12126 -3.16654 8.33494
C 4.99541 1.00287 -0.91620
C -6.14573 -8.97371 0.94506
C 6.44969 2.52604 -2.33877
C -7.84725 -5.13432 7.03067
C 1.22681 -3.07264 -3.25923
C 6.60055 1.09822 -6.19983
C -2.32134 9.10461 -4.82024
C -7.20403 -2.54835 6.94459
C 3.81687 2.41692 -2.71847
C 7.49379 1.05331 -0.50904
C 1.01831 2.63658 1.69518
C -0.00885 -0.00001 6.58129
C 7.61327 2.03381 -1.58855
C 5.11660 2.00253 -1.98828
C 1.20671 5.30072 -0.03277
C 5.25103 4.58080 0.14139
C 2.92162 -1.39442 -3.76148
C 1.17752 -0.90864 6.24145
C 4.09829 5.06574 -0.87280
C -4.75802 -4.68812 2.61079
C -0.64344 -2.45992 5.77464
C -0.31616 8.14580 -3.34521
C -4.68798 -9.21321 0.54141
C 1.73184 -2.13468 -4.36042
C -5.16418 -3.31327 3.12415
C 5.83339 2.71541 -7.90206
C -5.28210 -7.54659 -1.13371
C -1.07618 -0.54459 -1.34137
C 0.68445 -1.94570 5.22869
C -0.23121 9.63665 -3.68555
C -2.98166 -2.76501 2.10941
C 6.16536 0.52416 -0.17992
C -4.43534 -2.30413 2.23268
C 1.88249 3.95081 -0.48504
C 2.44738 -3.77646 -2.66081
C -1.66029 10.13847 -3.91628
C -0.19282 0.15077 0.48681
C 7.01064 3.48566 -7.31476
C -6.87043 -4.66098 8.11176
C -4.18808 -7.94034 -0.14873
C 5.35860 1.77101 -6.79241
H 6.67282 4.22446 -6.58616
H -1.25127 -2.96550 5.02433
H -8.78982 -5.47134 7.46219
H -4.04936 -7.14874 0.59222
H 3.02386 3.44338 1.30263
H 0.07172 3.19887 1.52502
H -1.94280 9.17499 -5.84133
H -1.67340 11.13190 -4.36798
H 3.56039 -0.93010 -4.50978
H -4.63263 -10.05276 -0.15800
H 5.97656 -0.21629 0.62737
H 2.05290 -2.72163 -5.22636
H -4.49293 -1.29326 2.63795
H 1.52197 -1.41789 7.14642
H 5.03890 3.38721 -8.22938
H -0.28854 4.96181 -2.55182
H -7.41730 -5.92406 6.41628
H -6.33105 -2.70770 8.93020
H -2.19030 10.19406 -2.96117
H 0.03160 0.34747 7.61262
H 7.63418 3.96122 -8.07011
H 5.85203 5.18911 2.02780
H -8.06844 -3.02617 8.86397
H -6.99511 -5.23337 9.03221
H 0.50517 -3.79547 -3.64349
H -4.83949 -3.19025 4.16199
H -6.21858 -8.53812 1.94179
H 1.40191 -2.75633 5.09577
H -5.20840 -6.51258 -1.46705
H 0.26867 10.19242 -2.89111
H 0.53107 -1.46698 4.25735
H 0.95586 -1.44263 -4.69055
H -0.06729 0.85252 5.90418
H 2.59575 -0.65097 -3.03330
H 8.60261 2.46654 -1.87404
H -4.90157 -2.28805 1.24329
H -6.21842 -2.49420 6.47885
H 1.35765 2.93515 2.73130
H -5.24350 -4.91266 1.65898
H -5.29851 -8.21860 -1.99352
H 4.84711 2.34819 -6.01704
H 6.84601 0.17571 -6.72615
H 2.67505 -4.70205 -3.18988
H -6.73379 -9.88906 0.89644
H 0.54849 7.59716 -3.71497
H -1.35370 -0.79189 -2.38702
H 4.67304 5.33819 -1.81024
H 6.16197 2.13270 -8.76774
H 4.42902 5.87631 1.54777
H 3.98753 0.58785 -0.66853
H 6.51957 3.27569 -3.16102
H 0.72346 -2.48704 -2.48495
H -0.48781 -3.11335 6.63469
H -5.84238 -4.80991 7.76990
H -3.40867 9.16330 -4.81830
H 2.31600 -3.97903 -1.59880
H 3.73437 6.04240 -0.46457
H -3.23457 -8.10078 -0.65248
H -2.36102 -2.34489 2.90134
H -2.56187 -2.51417 1.13939
H -7.67688 -1.56786 6.93692
H -6.24197 -3.17817 3.09091
H -4.07675 -9.46906 1.40818
H -4.94752 -5.48758 3.32609
H 2.01719 -0.33119 5.85163
H 4.65153 1.03009 -7.16759
H 6.24943 4.52685 -0.38579
H 6.48115 0.89789 -5.13497
H 5.06219 3.54123 0.53039
H 2.64632 1.98776 0.33129
H -0.42527 7.98521 -2.27165
H 8.34779 0.67483 0.09321
H 0.35399 9.77340 -4.59996
*
```

Results of the Mulliken charge analysis, in e, for atoms 1 through 8:
1 Cl -0.35
2 S 1.17
3 S 1.16
4 S 1.24
5 S -0.02
6 S 1.11
7 S 1.23
8 S 1.03


No. 3
Entry from the Open Molecules 2025 dataset: 15 unconnected molecules or ions with the total composition C43H74N14O4S at a distorted geometry (ωB97M-V/def2-TZVPD).

Results
electronic energy = -3148.2069 hartree
relative energy (zero: lowest compared OMol25 entry of this formula, charge and spin) = 71.1 kcal/mol
orbital gap = 9.39 eV

```
! wB97M-V def2-TZVPD RIJCOSX def2/J DEFGRID3
* xyz 0 1
S 3.64208 2.08416 -3.95132
O 4.27994 1.81216 -2.43301
O 2.50178 3.33687 -3.96052
O 1.56548 3.20656 -2.95645
O 4.78794 2.58764 -4.78553
N -3.51093 1.66290 6.32790
N -0.06644 -1.87533 -0.88839
N -4.63093 3.98986 0.90740
N 4.07739 1.25096 8.85597
N -0.31895 -6.69005 1.56440
N -0.09168 -2.64186 -9.10624
N 1.84627 0.05872 -11.59137
N -6.07870 3.37132 8.63400
N -0.08742 -0.09459 -5.88018
N 0.87751 -5.57597 -4.64213
N -4.10401 -6.13561 -2.18092
N -2.45483 -3.84944 5.42487
N 5.05073 2.95568 4.33157
N -8.59625 -2.35656 -2.27107
C 1.50665 -5.61383 -0.03111
C 2.10379 -0.07861 2.06814
C 0.48214 -6.21939 0.86684
C -0.54991 -5.02401 3.97379
C -4.61061 5.35336 7.66265
C 3.75887 2.57733 11.13134
C 0.28530 2.73224 -3.45096
C -3.32574 2.62481 -0.95510
C -4.03706 0.08015 3.63704
C 1.76733 -0.78591 -2.46573
C 0.73708 -1.39825 -1.57913
C 3.42394 2.16366 1.46007
C 4.25161 3.02970 5.19491
C 1.00434 -0.73542 3.04778
C 5.84515 1.91427 0.36023
C 0.71698 0.37621 -6.59027
C 0.72316 0.37680 -11.53351
C -1.58904 -0.64659 3.42031
C 5.79772 3.02495 -0.78156
C -1.61392 -4.36438 4.78360
C 3.93816 1.83224 9.85239
C -5.43682 4.24117 8.21061
C -0.79596 3.82840 -2.98556
C -0.70876 0.78601 -11.46064
C -7.71403 -3.00011 -1.87416
C -0.42677 -0.46617 2.35739
C 4.48590 3.02799 -1.65768
C 3.24990 3.12696 6.29399
C 1.74746 0.98535 -7.48478
C -5.06420 0.55424 8.16989
C -4.00796 1.62939 3.26406
C -6.58157 -3.82651 -1.36483
C 1.25322 -4.52943 -4.97884
C -4.19173 1.17710 7.13511
C -3.02287 -0.75742 2.70240
C -3.30846 -5.67093 -2.88896
C 4.45711 1.22406 0.68687
C -4.06042 3.39107 0.09229
C 2.60487 1.33865 2.57495
C 1.73326 -3.18543 -5.40842
C -2.28809 -5.07435 -3.79796
C 1.20996 -4.01146 -10.98184
C 0.48108 -3.24192 -9.93371
H 4.68847 0.37294 1.41013
H -5.07240 2.02565 3.26674
H 2.95797 -0.82713 2.01368
H 3.23692 3.51566 10.94267
H -3.40649 -1.81849 2.65199
H -1.09716 0.95302 -12.46547
H 1.13271 -5.58972 -1.05507
H -0.64386 4.06449 -1.88404
H 6.67987 2.89654 -1.47122
H -5.06674 -0.37589 3.68186
H -5.06754 -0.53013 8.05031
H -3.53386 1.71479 2.23839
H -1.35746 -5.63719 -3.73161
H 2.51699 2.32529 6.19890
H -6.08186 0.92813 8.06914
H -1.43429 -1.55358 4.08853
H -0.56793 4.76441 -3.59023
H -5.65397 -3.25670 -1.41748
H 3.55982 3.28834 -1.04993
H 2.73643 4.08778 6.24277
H 3.91816 3.02996 1.99310
H 1.42017 -0.79619 -3.49974
H 3.17442 1.97800 11.82950
H -2.64794 -5.10134 -4.82670
H -0.53285 -4.59903 2.97178
H -0.49519 -1.16012 1.46898
H 2.64050 2.62751 0.77688
H -2.28287 2.50267 -0.66172
H -1.83110 3.45396 -3.20571
H -1.55555 0.26760 4.10076
H 2.78306 -3.06302 -5.13847
H 1.68011 -0.03322 1.01111
H 3.26111 1.16130 3.48501
H -4.62068 6.19666 8.35362
H 0.24993 2.53285 -4.55541
H 1.93449 2.01807 -7.18731
H 3.94743 0.73946 -0.19580
H 2.25688 -4.12116 -10.69894
H -6.76667 -4.11060 -0.32888
H 1.95422 0.24522 -2.16263
H 2.42210 -6.20504 0.00106
H 1.14882 -2.40744 -4.91780
H 1.72684 -4.59595 0.29260
H 6.60906 1.13217 0.08045
H 1.15104 -3.48501 -11.93459
H 1.40080 0.96866 -8.51855
H -1.29259 0.00187 -10.97735
H 1.62838 -3.07988 -6.48893
H -3.44544 2.24282 4.01939
H 1.15466 -1.85174 3.16054
H -0.38325 0.61906 2.00983
H -2.89088 -0.27963 1.68339
H -3.77787 1.64047 -1.08126
H 2.67750 0.42108 -7.41305
H -0.74594 -6.09232 3.90327
H 0.98754 -0.19493 4.03732
H -2.09906 -4.03880 -3.51310
H -3.58315 5.01616 7.52444
H 4.59359 3.88988 -2.39859
H 2.69757 -1.35106 -2.39631
H 3.74837 3.03963 7.25814
H 6.19728 2.43823 1.30876
H -0.80166 1.70699 -10.88468
H 0.42242 -4.86990 4.44374
H -5.01329 5.67394 6.70173
H -3.59946 -0.00786 4.68237
H -6.47942 -4.72843 -1.96829
H -4.69158 0.80147 9.16358
H 0.76414 -5.00030 -11.09156
H 5.88960 4.06018 -0.32854
H 4.73183 2.79273 11.57320
H 0.03682 1.80302 -2.83737
H 1.69336 1.89300 2.95386
H -3.36962 3.16021 -1.90143
*
```

Results of the Mulliken charge analysis, in e, for atoms 1 through 8:
1 S 0.74
2 O -0.31
3 O -0.28
4 O -0.13
5 O -0.55
6 N -0.45
7 N -0.52
8 N -0.45


Q: What is the electronic energy in the second record?
A: -7393.0446 hartree


Q: Which value of electronic energy does entry 1 give?
A: -5310.7853 hartree


Q: Look up the electronic energy of the first one.
A: -5310.7853 hartree


Q: Number 2 is which compound?
A: C43H73ClN4O20PS8